An isolated ion of composition C10H14N3 and charge +1 in a non-equilibrium geometry. Source: OMol25; level of theory: ωB97M-V/def2-TZVPD.

Atoms and positions in Å:
C: 1.919 2.197 -0.022
C: 2.430 1.115 -0.619
C: 0.559 1.691 0.540
C: 1.613 -0.067 -0.543
C: 0.445 -2.262 0.997
C: 2.007 -1.496 -0.599
C: -1.718 0.169 1.217
C: -2.634 0.507 0.023
C: -1.261 -1.050 -0.894
C: -0.600 -0.472 0.426
N: 1.412 -2.365 0.354
N: 0.485 0.327 0.078
N: -1.963 0.150 -1.234
H: 2.309 3.207 -0.006
H: 3.407 1.179 -1.077
H: 0.584 1.811 1.616
H: -0.011 -2.986 1.630
H: 1.813 -2.126 -1.536
H: 3.133 -1.500 -0.609
H: -1.393 1.125 1.738
H: -2.197 -0.450 1.934
H: -3.550 0.007 0.137
H: -2.894 1.607 -0.016
H: -0.508 -1.390 -1.561
H: -1.870 -1.950 -0.678
H: -1.276 0.862 -1.383
H: -0.241 2.160 0.087

## Properties
Relative energy (zero: lowest compared OMol25 entry of this formula, charge and spin): 4.801 eV
Total charge: +1
Frontier orbital gap (spin up / spin down): 7.339 / 7.338 eV

=====

The molecule CH4N6O in a non-equilibrium geometry. Source: OMol25; level of theory: ωB97M-V/def2-TZVPD.

Atoms and positions in Å:
N: -1.227 -0.109 1.824
N: -1.129 -0.383 0.402
C: -0.124 0.340 0.063
N: 0.842 1.196 0.598
N: 1.563 1.560 -0.342
O: 1.407 1.148 -1.466
N: 0.318 0.235 -1.342
N: 0.590 -1.093 -1.406
H: -0.479 0.569 2.161
H: -1.872 -0.766 2.551
H: 0.207 -1.144 -2.395
H: -0.096 -1.553 -0.648

## Properties
Relative energy (zero: lowest compared OMol25 entry of this formula, charge and spin): 5.405 eV
Structure (SMILES): N/N=c1\nnon1N
Frontier orbital gap: 8.345 eV

=====

The molecule C4H5N3S in a non-equilibrium geometry. Source: OMol25; level of theory: ωB97M-V/def2-TZVPD.

Atoms and positions in Å:
C: 2.190 -1.158 -0.262
N: 1.773 -0.001 0.076
N: 0.474 0.210 0.376
C: -0.084 1.422 0.085
C: -1.414 1.322 -0.154
C: -1.756 -0.053 -0.046
S: -3.303 -0.690 -0.005
N: -0.561 -0.722 0.205
H: 1.497 -2.023 -0.374
H: 3.258 -1.276 -0.363
H: 0.612 2.251 0.007
H: -2.093 2.151 -0.465
H: -0.592 -1.432 0.919

## Properties
Relative energy (zero: lowest compared OMol25 entry of this formula, charge and spin): 2.845 eV
Structure (SMILES): C=Nn1ccc(=S)[nH]1
Frontier orbital gap: 7.950 eV

=====

C10H11F9N2OPtTe as an isolated structure. Source: OMol25; level of theory: ωB97M-V/def2-TZVPD.

Atoms and positions in Å:
Pt: 0.769 0.393 0.522
C: -0.032 3.182 0.576
N: 0.295 2.108 -0.406
C: -0.845 1.964 -1.357
C: 1.561 2.422 -1.113
C: 2.030 1.214 -1.900
N: 1.670 -0.025 -1.156
C: 2.043 -1.226 -1.572
C: 1.549 -2.402 -0.874
F: 0.691 -2.252 0.099
C: 1.934 -3.665 -1.238
F: 1.460 -4.701 -0.593
C: 2.819 -3.844 -2.296
C: 3.314 -2.756 -3.018
F: 4.136 -2.955 -4.016
C: 2.939 -1.479 -2.693
F: 3.405 -0.484 -3.398
H: -0.207 4.106 0.022
H: 0.802 3.304 1.262
H: -0.928 2.899 1.121
H: -1.004 2.921 -1.856
H: -1.734 1.695 -0.794
H: -0.632 1.198 -2.098
H: 2.298 2.689 -0.355
H: 1.421 3.282 -1.772
H: 3.111 1.260 -2.023
H: 1.592 1.143 -2.898
H: 3.121 -4.850 -2.576
F: 0.694 -1.002 4.312
Te: 1.569 0.339 3.436
F: 2.649 1.535 2.481
F: 1.929 -0.922 1.942
F: 3.116 -0.212 4.225
F: 1.236 1.594 4.710
O: 0.133 0.812 2.345

## Properties
Total charge: +2
Frontier orbital gap (spin up / spin down): 6.225 / 6.223 eV

=====

C17H21K4N4O3 as an isolated structure in a non-equilibrium geometry. Source: OMol25; level of theory: ωB97M-V/def2-TZVPD.

Atoms and positions in Å:
K: 0.308 -3.856 -3.070
K: -4.124 -4.467 -1.471
K: -4.370 -0.251 -0.708
K: -3.264 -2.078 -3.991
O: -1.714 -0.975 0.272
C: -1.489 -1.926 -0.625
O: -0.303 -2.305 -0.822
O: -2.418 -2.270 -1.380
H: -0.785 -0.736 0.297
N: 0.373 -0.543 2.758
C: 1.536 -0.871 3.379
C: 2.338 0.248 3.464
C: 1.556 1.269 2.868
C: 0.439 0.720 2.275
H: -0.422 -1.161 2.675
H: 1.672 -1.870 3.765
H: 3.294 0.464 3.918
H: 1.812 2.315 2.947
H: -0.369 1.130 1.687
N: -0.171 0.481 -4.192
C: 0.859 -0.192 -3.582
C: 1.913 -0.274 -4.537
C: 1.529 0.407 -5.621
C: 0.203 0.940 -5.393
H: -1.110 0.482 -3.821
H: 0.704 -0.531 -2.569
H: 2.850 -0.799 -4.419
H: 2.200 0.528 -6.458
H: -0.490 1.331 -6.123
N: -4.201 3.252 3.209
C: -3.398 2.604 2.346
C: -3.660 1.245 2.490
C: -4.655 1.133 3.439
C: -5.024 2.368 3.831
H: -4.015 4.227 3.395
H: -2.700 3.171 1.748
H: -3.246 0.360 2.030
H: -4.952 0.174 3.836
H: -5.844 2.535 4.514
N: 3.173 -0.490 0.678
C: 3.147 -1.469 -0.292
C: 4.209 -1.329 -1.151
C: 4.870 -0.159 -0.816
C: 4.247 0.206 0.408
H: 2.547 -0.185 1.410
H: 2.375 -2.220 -0.220
H: 4.406 -1.990 -1.982
H: 5.664 0.288 -1.396
H: 4.499 1.074 1.000

## Properties
Total charge: +3
Frontier orbital gap: 2.126 eV

=====

The molecule C4H7N2P in a non-equilibrium geometry. Source: OMol25; level of theory: ωB97M-V/def2-TZVPD.

Atoms and positions in Å:
C: 1.350 -0.076 -2.060
N: 1.292 0.741 -0.903
C: -0.013 0.215 0.204
P: 0.099 0.693 1.945
C: -1.414 -0.414 2.178
C: -1.635 -1.054 1.046
N: -0.809 -0.758 -0.052
H: 2.155 0.298 -2.561
H: 1.777 -1.042 -1.737
H: 0.602 0.035 -2.867
H: 1.264 1.735 -1.164
H: -0.343 1.933 2.149
H: -1.926 -0.631 3.066
H: -2.398 -1.676 0.755

## Properties
Relative energy (zero: lowest compared OMol25 entry of this formula, charge and spin): 2.997 eV
Structure (SMILES): CNC1=[PH]=CC=N1
Frontier orbital gap: 9.260 eV

=====

The molecule C18H25F3N4O3 in a non-equilibrium geometry. Source: OMol25; level of theory: ωB97M-V/def2-TZVPD.

Atoms and positions in Å:
C: 5.184 3.231 -0.450
C: 3.815 3.188 -1.113
O: 2.850 2.539 -0.279
C: 2.805 1.199 -0.327
O: 3.520 0.530 -1.030
C: 1.784 0.651 0.635
N: 1.736 -0.520 1.131
C: 2.617 -1.587 0.764
C: 2.200 -2.271 -0.544
C: 0.812 -2.908 -0.461
N: -0.207 -1.927 -0.144
C: -0.638 -1.102 -1.259
C: -1.658 -1.808 -2.164
O: -2.766 -2.277 -1.424
C: -2.353 -3.149 -0.394
C: -1.371 -2.443 0.551
N: 0.823 1.557 1.007
N: -0.045 1.200 2.042
C: -1.390 1.077 1.738
C: -2.241 0.399 2.617
C: -3.596 0.329 2.369
C: -4.143 0.921 1.240
C: -3.301 1.599 0.373
C: -3.830 2.260 -0.865
F: -5.133 2.045 -1.080
F: -3.671 3.601 -0.830
F: -3.187 1.852 -1.977
C: -1.939 1.694 0.615
H: 5.563 2.221 -0.312
H: 5.119 3.721 0.519
H: 5.875 3.782 -1.081
H: 3.872 2.653 -2.066
H: 3.420 4.193 -1.272
H: 3.653 -1.244 0.648
H: 2.569 -2.312 1.583
H: 2.236 -1.535 -1.346
H: 2.929 -3.050 -0.770
H: 0.619 -3.441 -1.406
H: 0.820 -3.649 0.343
H: 0.229 -0.796 -1.845
H: -1.110 -0.209 -0.840
H: -2.060 -1.111 -2.900
H: -1.182 -2.651 -2.690
H: -3.261 -3.442 0.137
H: -1.884 -4.047 -0.827
H: -1.051 -3.122 1.342
H: -1.885 -1.591 1.004
H: 1.072 2.538 0.971
H: 0.341 0.416 2.565
H: -1.820 -0.078 3.489
H: -4.238 -0.204 3.054
H: -5.199 0.852 1.035
H: -1.304 2.226 -0.075

## Properties
Relative energy (zero: lowest compared OMol25 entry of this formula, charge and spin): 2.738 eV
Structure (SMILES): CCOC(=O)/C(=N\CCCN1CCOCC1)NNc1cccc(C(F)(F)F)c1
Frontier orbital gap: 8.172 eV

=====

> Which formula does entry 5 have?

C17H21K4N4O3

=====

> What is the formula in the fifth record?

C17H21K4N4O3